{"formula": "C27H34BBr4MnN6O2S3", "method": "the ωB97M-V functional and the def2-TZVPD basis", "max_force_ha_per_bohr": 0.06054, "total_charge": 0, "multiplicity": 5, "lumo_ha": [-0.123, 0.002], "s_squared": 6.35, "species": ["Br", "Br", "Br", "Br", "Mn", "S", "S", "S", "O", "O", "N", "N", "N", "N", "N", "N", "C", "C", "C", "C", "C", "C", "C", "C", "C", "C", "C", "C", "C", "C", "C", "C", "C", "C", "C", "C", "C", "C", "C", "C", "C", "C", "C", "B", "H", "H", "H", "H", "H", "H", "H", "H", "H", "H", "H", "H", "H", "H", "H", "H", "H", "H", "H", "H", "H", "H", "H", "H", "H", "H", "H", "H", "H", "H", "H", "H", "H", "H"], "positions_angstrom": [[-9.238, -14.229, 12.190], [-11.406, -16.263, 10.697], [-14.513, -14.847, 10.249], [-8.777, -11.463, 9.923], [-13.447, -9.652, 10.745], [-12.740, -8.363, 12.817], [-17.067, -9.024, 10.371], [-12.951, -8.047, 8.727], [-11.712, -10.434, 10.222], [-13.957, -11.757, 10.702], [-12.283, -5.416, 8.843], [-14.106, -6.629, 14.537], [-15.087, -6.937, 12.497], [-16.248, -6.451, 10.252], [-18.324, -6.760, 9.486], [-13.797, -6.050, 10.323], [-10.460, -13.683, 10.899], [-11.609, -11.741, 10.391], [-11.173, -3.825, 7.606], [-13.015, -6.480, 9.287], [-12.042, -5.762, 15.313], [-13.167, -6.775, 15.653], [-11.367, -5.329, 7.692], [-19.462, -8.347, 7.892], [-15.200, -5.774, 14.448], [-16.705, -5.246, 9.740], [-10.409, -12.408, 10.394], [-12.467, -4.382, 9.765], [-20.683, -6.283, 8.724], [-13.820, -6.464, 16.954], [-12.174, -5.878, 6.429], [-15.867, -6.048, 13.282], [-10.090, -6.126, 7.972], [-17.990, -5.400, 9.367], [-12.602, -8.236, 15.701], [-12.889, -12.458, 10.581], [-17.203, -7.438, 10.036], [-14.068, -7.374, 13.350], [-12.877, -13.892, 10.535], [-19.631, -7.429, 9.136], [-13.373, -4.791, 10.686], [-11.632, -14.430, 10.715], [-20.095, -8.211, 10.369], [-14.947, -6.873, 10.906], [-12.085, -7.019, 6.357], [-19.802, -7.665, 11.219], [-11.725, -8.282, 15.065], [-21.208, -8.271, 10.299], [-13.965, -5.379, 17.076], [-14.816, -6.987, 16.975], [-18.666, -9.144, 8.113], [-20.415, -8.844, 7.701], [-19.196, -7.824, 7.002], [-10.445, -3.457, 8.395], [-12.411, -8.469, 16.762], [-18.664, -4.597, 8.998], [-14.565, -8.045, 10.798], [-13.309, -9.009, 15.368], [-12.372, -4.718, 15.278], [-9.367, -5.886, 7.195], [-21.579, -6.777, 8.235], [-11.921, -3.405, 9.658], [-20.234, -5.603, 7.986], [-15.576, -5.084, 15.283], [-9.650, -5.918, 8.949], [-16.811, -5.597, 12.922], [-13.226, -6.787, 17.817], [-13.872, -4.243, 11.491], [-21.139, -5.729, 9.563], [-10.336, -7.169, 7.889], [-12.073, -3.246, 7.548], [-11.679, -5.508, 5.503], [-19.673, -9.209, 10.433], [-13.245, -5.623, 6.432], [-16.214, -4.330, 9.966], [-10.653, -3.728, 6.650], [-11.227, -5.797, 16.073], [-11.560, -6.050, 14.362]], "lowdin_charge": [0.746, 0.749, 0.732, 0.713, 0.767, 0.741, 0.742, 0.816, -0.207, -0.155, -0.020, -0.022, 0.057, 0.048, -0.008, 0.047, -0.833, -0.374, -0.072, -0.651, -0.029, -0.566, -0.532, -0.047, -0.053, -0.068, -0.633, -0.045, -0.046, -0.059, -0.036, -0.041, -0.017, -0.053, -0.089, -0.394, -0.716, -0.549, -0.636, -0.507, -0.037, -0.820, -0.076, -0.692, 0.069, 0.064, 0.024, 0.098, 0.084, 0.115, 0.077, 0.082, 0.065, 0.111, 0.086, 0.124, -0.021, 0.074, 0.083, 0.092, 0.097, 0.128, 0.064, 0.151, 0.097, 0.132, 0.092, 0.134, 0.082, 0.054, 0.087, 0.086, 0.035, 0.089, 0.106, 0.089, 0.100, 0.074]}

{"formula": "C7H14", "method": "the ωB97M-V functional and the def2-TZVPD basis", "max_force_ha_per_bohr": 0.02520, "total_charge": -1, "multiplicity": 2, "lumo_ha": [0.147, 0.144], "s_squared": 0.75, "species": ["C", "C", "C", "C", "C", "C", "C", "H", "H", "H", "H", "H", "H", "H", "H", "H", "H", "H", "H", "H", "H"], "positions_angstrom": [[1.460, 1.044, -1.436], [0.492, 0.854, -2.297], [1.049, -0.314, 2.271], [0.314, -0.394, -3.096], [-0.445, -0.081, 2.430], [-2.328, -0.645, 0.879], [-1.204, -0.002, 1.142], [2.142, 0.247, -1.215], [-0.003, -0.162, -4.112], [-0.886, -0.847, 3.069], [1.532, -0.342, 3.237], [1.574, 1.986, -0.912], [1.250, -1.254, 1.731], [1.511, 0.485, 1.696], [1.246, -0.938, -3.172], [-0.830, 0.699, 0.395], [-0.220, 1.682, -2.486], [-0.590, 0.869, 2.967], [-2.907, -0.462, -0.010], [-0.447, -1.047, -2.663], [-2.709, -1.378, 1.584]], "nbo_charge": [-0.589, -0.238, -0.924, -0.716, -0.526, -0.479, -0.189, 0.185, 0.192, 0.189, 0.187, 0.182, 0.190, 0.192, 0.208, 0.192, 0.178, 0.196, 0.183, 0.212, 0.175]}

{"formula": "C5H4OS", "method": "the ωB97M-V functional and the def2-TZVPD basis", "max_force_ha_per_bohr": 0.08782, "total_charge": 0, "multiplicity": 1, "lumo_ha": -0.057, "species": ["S", "O", "C", "C", "C", "C", "C", "H", "H", "H", "H"], "positions_angstrom": [[-1.552, -2.068, 0.547], [-0.508, 0.075, -2.224], [0.998, 1.173, 0.121], [-1.400, -1.769, -1.027], [-0.430, -0.707, 1.196], [-0.589, -0.582, -1.267], [0.172, -0.010, 0.254], [1.782, 1.021, -0.577], [-0.332, -0.545, 2.326], [1.596, 1.560, 0.936], [0.263, 1.851, -0.285]], "nbo_charge": [0.549, -0.435, -0.672, -0.377, -0.427, 0.481, -0.068, 0.236, 0.235, 0.230, 0.247]}

The energy relative to the best compared isomer or geometry (same formula, charge and spin) results, record by record, are as follows: 317.94, 79.81, 364.36 kJ/mol.